# 1
{
  "formula": "C3H11NSi",
  "method": "the ωB97M-V functional and the def2-TZVPD basis",
  "elements": ["C", "C", "C", "N", "Si", "H", "H", "H", "H", "H", "H", "H", "H", "H", "H", "H"],
  "coordinates": [[-1.73544, -0.53470, -0.67421], [0.51303, 1.40796, 2.55111], [-0.50380, -0.36496, -1.54912], [0.20450, -1.62971, -1.65761], [2.07680, 1.01258, 1.89706], [-1.37829, -0.65633, 0.32141], [-2.38911, 0.36295, -0.61874], [-2.52582, -1.19301, -0.97416], [-0.45075, -2.31527, -2.02088], [-0.24072, 0.92569, 3.02370], [0.24770, 2.47452, 2.53107], [-0.72500, 0.00556, -2.57723], [0.24955, 0.43026, -1.19806], [0.98045, -1.48917, -2.30380], [2.72944, 1.70662, 0.91335], [2.94745, -0.14297, 2.33611]],
  "e_tot_ha": -465.0199,
  "homo_ev": -8.40,
  "gap_ev": 8.63,
  "e_above_lowest_ev": 3.310,
  "largest_force_ev_per_a": 4.23
}

=====

# 2
{
  "formula": "H3NO4P",
  "method": "the ωB97M-V functional and the def2-TZVPD basis",
  "elements": ["N", "O", "O", "O", "O", "P", "H", "H", "H"],
  "coordinates": [[0.62864, 1.18575, -0.44906], [-1.25388, -0.60283, -0.73886], [-1.14043, 0.79516, 1.51364], [0.74883, -1.98032, -0.03550], [0.49168, -0.99595, 1.01957], [-0.55494, 0.09922, 0.38992], [0.90445, 1.97795, 0.08548], [0.23353, 1.50084, -1.29684], [-0.05788, -1.97982, -0.48835]],
  "e_tot_ha": -698.9612,
  "homo_ev": -5.10,
  "total_charge": -1,
  "gap_ev": 9.51,
  "e_above_lowest_ev": 0.111,
  "largest_force_ev_per_a": 4.07
}

=====

# 3
{
  "formula": "C25H67FeO29S8",
  "method": "the ωB97M-V functional and the def2-TZVPD basis",
  "elements": ["Fe", "O", "H", "O", "H", "O", "C", "O", "O", "H", "O", "S", "O", "O", "C", "C", "C", "H", "H", "H", "H", "H", "H", "H", "H", "O", "S", "O", "O", "C", "C", "C", "H", "H", "H", "H", "H", "H", "H", "H", "O", "S", "O", "O", "C", "C", "C", "H", "H", "H", "H", "H", "H", "H", "H", "O", "S", "O", "O", "C", "C", "C", "H", "H", "H", "H", "H", "H", "H", "H", "O", "S", "O", "O", "C", "C", "C", "H", "H", "H", "H", "H", "H", "H", "H", "O", "S", "O", "O", "C", "C", "C", "H", "H", "H", "H", "H", "H", "H", "H", "O", "S", "O", "O", "C", "C", "C", "H", "H", "H", "H", "H", "H", "H", "H", "O", "S", "O", "O", "C", "C", "C", "H", "H", "H", "H", "H", "H", "H", "H"],
  "coordinates": [[-1.67276, 0.66747, 1.69871], [-0.71447, 0.98639, 0.27485], [0.14067, 1.46130, 0.27069], [-2.46565, 2.12739, 2.54230], [-2.46284, 2.86857, 1.91277], [-3.92173, -2.15500, 2.47208], [-3.05703, -1.11538, 2.14645], [-3.21343, -0.39896, 1.20814], [-2.09213, -0.87240, 2.87806], [-4.62914, -2.20797, 1.80407], [4.57810, 0.46874, -0.94849], [5.10899, 0.02985, 0.32157], [5.27854, -1.36569, 0.57851], [6.43362, 0.83746, 0.50203], [7.47494, 0.60904, -0.45177], [8.70459, -0.08494, 0.13324], [4.02506, 0.81863, 1.55158], [7.74683, 1.61151, -0.77737], [6.97095, 0.16946, -1.30576], [9.44736, -0.24262, -0.64759], [8.34704, -0.97252, 0.59336], [9.08913, 0.61498, 0.86689], [4.30650, 0.61049, 2.56814], [3.00254, 0.50993, 1.31008], [4.20331, 1.88187, 1.33167], [-3.52524, -5.50848, -3.67736], [-2.26485, -5.82740, -3.11170], [-1.09673, -5.35873, -3.77981], [-2.29242, -5.34156, -1.61561], [-1.23639, -4.96433, -0.75662], [-1.75020, -4.01148, 0.31892], [-2.13950, -7.57503, -2.88007], [-0.43095, -4.41249, -1.23067], [-0.83126, -5.87188, -0.36800], [-2.14381, -3.05443, -0.06199], [-0.90434, -3.79450, 0.97549], [-2.51512, -4.53518, 0.88048], [-1.91756, -8.00254, -3.84955], [-3.12218, -7.94148, -2.53838], [-1.26703, -7.69824, -2.19139], [-0.03323, 0.96485, -5.19261], [1.27711, 0.35844, -5.02416], [2.32556, 0.78747, -5.89345], [1.75285, 0.68399, -3.60372], [0.98623, 0.84407, -2.46581], [1.86029, 1.81989, -1.65913], [1.07238, -1.42256, -5.14782], [0.87693, -0.10077, -1.96753], [-0.02611, 1.16513, -2.77484], [2.87788, 1.43586, -1.61623], [1.56049, 1.88733, -0.61794], [1.89530, 2.84867, -2.08168], [0.35069, -1.80091, -4.39580], [2.08419, -1.83265, -5.03635], [0.63414, -1.59711, -6.14581], [2.16072, -3.66420, 4.21157], [1.30701, -4.24733, 3.18902], [0.05526, -4.82153, 3.58937], [1.00057, -3.15860, 2.07830], [2.01319, -2.27510, 1.66247], [1.64152, -1.86902, 0.24109], [2.19261, -5.42027, 2.31742], [2.98862, -2.76915, 1.69677], [2.06409, -1.41337, 2.34674], [0.55099, -1.67214, 0.22715], [1.85865, -2.77149, -0.33690], [2.13373, -1.02064, -0.26712], [3.06702, -5.00015, 1.82419], [1.58649, -5.95436, 1.56837], [2.64580, -6.05999, 3.06426], [-3.14583, 4.11625, -0.06370], [-3.34868, 3.71475, -1.44161], [-4.12801, 4.53048, -2.30007], [-1.90519, 3.55749, -2.09940], [-1.17187, 4.78897, -1.92336], [-0.24675, 4.94005, -3.10865], [-3.87741, 1.98294, -1.55461], [-0.71293, 4.73579, -0.94009], [-1.96920, 5.53315, -1.88689], [0.45160, 4.11083, -3.12430], [0.33406, 5.88963, -3.07639], [-0.85822, 4.94152, -4.04604], [-4.86691, 2.00573, -2.00420], [-4.03391, 1.65884, -0.54980], [-3.22065, 1.36477, -2.14859], [0.17874, 0.62859, 2.88613], [0.82589, 0.37928, 4.22352], [2.23499, 0.21088, 4.25249], [0.52016, 1.52826, 5.19142], [-0.87213, 2.05239, 5.27018], [-1.58005, 1.56502, 6.53910], [-0.05703, -1.00948, 4.97045], [-1.48113, 1.89205, 4.42810], [-0.61368, 3.10433, 5.37754], [-1.10328, 2.09534, 7.37655], [-1.52612, 0.49234, 6.73195], [-2.63027, 1.94749, 6.48768], [0.18928, -0.92894, 6.03600], [0.16296, -1.95192, 4.46592], [-1.10243, -0.77298, 4.79739], [-1.75107, -2.73783, -3.01891], [-2.58348, -1.67977, -2.48439], [-2.14219, -1.00242, -1.31147], [-3.00511, -0.60036, -3.52161], [-3.52804, -1.01383, -4.84918], [-2.33164, -1.44265, -5.75765], [-4.14338, -2.43222, -1.90487], [-4.01017, -0.11016, -5.21462], [-4.23117, -1.86509, -4.70141], [-1.54957, -0.61495, -5.74646], [-2.72110, -1.40706, -6.78144], [-1.87003, -2.45172, -5.60342], [-3.91201, -2.97600, -0.98320], [-4.64014, -3.10001, -2.61250], [-4.81536, -1.59676, -1.61455], [0.75264, 4.08499, 3.38886], [0.73024, 4.50737, 2.00215], [0.27569, 3.53875, 1.06976], [-0.30142, 5.69285, 1.88817], [-1.19044, 6.15038, 2.88741], [-2.61240, 5.53402, 2.74369], [2.34227, 5.03280, 1.46712], [-1.26103, 7.21445, 2.78133], [-0.78605, 5.96837, 3.87795], [-3.31026, 6.27926, 3.09469], [-2.77937, 4.65339, 3.40151], [-2.84507, 5.20997, 1.73933], [2.28909, 5.33920, 0.43420], [2.85052, 4.12074, 1.58193], [2.68165, 5.71621, 2.24308]],
  "spin_multiplicity": 6,
  "e_tot_ha": -7623.8140,
  "homo_ev": [-9.41, -9.95],
  "gap_ev": [9.67, 10.20],
  "largest_force_ev_per_a": 6.23
}

=====

What is the formula in the second record?
H3NO4P

=====

Number 1 is which compound?
C3H11NSi